The following is a quantum chemistry calculation of a 7-piece molecular cluster, C48H77N8O8P2 overall, from the Open Molecules 2025 dataset.

Structure (ORCA input):
```
! RIJCOSX wB97M-V def2-TZVPD def2/J DEFGRID3
* xyz 1 1
C 4.49259 2.23669 3.46092
C 3.21815 2.19695 2.55822
P 2.23296 0.74300 3.09348
C 3.45907 -0.65952 3.13298
N 1.01584 0.19102 1.83996
C 1.21608 0.49626 0.36431
C 2.34796 -0.39215 -0.23581
C -0.17688 0.31312 -0.37087
N -0.41534 1.62959 -0.98933
C 0.52486 1.88372 -2.06503
C 0.72435 3.33084 -2.47065
O 1.08858 1.03261 -2.64217
C -1.72631 1.79343 -1.63094
C -1.97305 1.07240 -2.97776
O -2.55685 2.49031 -1.20844
C -1.07708 -0.24696 0.83012
C -2.62902 -0.22045 0.81848
O -3.22889 -1.35425 0.23627
C -3.46931 -1.21038 -1.14149
O -4.22117 -2.28937 -1.58416
C -3.71689 -2.84391 -2.79318
C -2.73223 -3.99135 -2.53777
O -1.41163 -3.62739 -2.97214
P -0.74913 -2.08975 0.68782
O -1.28026 -2.82333 1.84435
C -0.42369 0.44004 2.06087
C -1.00966 1.86358 2.12834
C -0.04918 3.05063 2.32545
C -0.85123 4.36835 2.05650
C -0.25453 5.17488 0.87251
C 1.10601 5.85103 1.22379
C 2.14671 5.39639 0.20084
O 3.45862 5.87982 0.54142
C 4.49067 5.07962 0.17243
C 4.48709 4.26568 -1.11001
O 5.43385 5.05541 0.85169
H 4.42373 1.56281 4.31623
H 5.40052 2.06258 2.89232
H 4.57439 3.24063 3.87344
H 2.72056 3.15666 2.66326
H 3.52254 2.10929 1.50833
H 3.97046 -0.64470 4.08999
H 2.87906 -1.58973 3.09346
H 4.14494 -0.63050 2.28477
H 1.20073 -0.81881 1.86161
H 1.66387 1.48645 0.29768
H 2.62692 -1.22638 0.41825
H 2.05834 -0.81846 -1.19341
H 3.25782 0.18492 -0.40514
H 0.00044 -0.50537 -1.08310
H 1.69614 3.72056 -2.17534
H 0.68401 3.32985 -3.57648
H -0.08217 3.98541 -2.13540
H -1.59165 1.70056 -3.78534
H -1.40684 0.13908 -2.98909
H -3.04107 0.90940 -3.04732
H -3.07879 0.67982 0.38944
H -2.93646 -0.23284 1.86760
H -2.49598 -1.26209 -1.66003
H -3.94372 -0.24047 -1.34921
H -3.29690 -2.09548 -3.47298
H -4.57181 -3.25863 -3.32918
H -2.74760 -4.25705 -1.47604
H -3.06439 -4.85622 -3.12215
H -0.80728 -4.21427 -2.50255
H 0.66842 -2.27621 0.73024
H -1.15401 -2.59755 -0.56329
H -0.76882 -0.20538 2.87498
H -1.62579 2.13131 1.27281
H -1.69715 1.87016 2.97920
H 0.70238 2.99422 1.53496
H 0.44336 3.06228 3.29725
H -0.78123 5.00812 2.93684
H -1.88899 4.15182 1.80169
H -0.98052 5.88702 0.48032
H -0.03612 4.46441 0.06548
H 1.37638 5.55837 2.23946
H 1.01564 6.93299 1.13056
H 2.13084 4.30144 0.19518
H 1.89733 5.77314 -0.79595
H 3.49810 4.06818 -1.53171
H 4.94128 3.30158 -0.88762
H 5.06790 4.75722 -1.88852
N -0.97636 4.47495 -5.75488
C -1.28174 5.50838 -6.59832
C -0.54091 5.34974 -7.73834
C 0.23870 4.17247 -7.57906
C -0.05328 3.65321 -6.34692
H -1.37002 4.33934 -4.84204
H -1.99503 6.26339 -6.31454
H -0.55571 6.00417 -8.59367
H 0.93316 3.75542 -8.28923
H 0.31358 2.77411 -5.84176
N 6.19348 9.30871 1.11583
C 7.05837 10.06890 1.85684
C 7.44474 9.32846 2.94102
C 6.79129 8.06968 2.84879
C 6.02898 8.08663 1.71179
H 5.74903 9.60260 0.26579
H 7.32150 11.06681 1.54952
H 8.12146 9.65166 3.71457
H 6.87288 7.24606 3.53888
H 5.38891 7.34282 1.28020
N 3.76437 -5.89569 4.00380
C 2.63560 -5.21997 4.37488
C 2.25070 -4.43124 3.32716
C 3.18473 -4.64321 2.27486
C 4.10396 -5.55521 2.72386
H 4.26782 -6.54345 4.58347
H 2.20529 -5.35672 5.35278
H 1.39340 -3.77487 3.31342
H 3.18185 -4.18160 1.29978
H 4.96644 -5.98756 2.24573
N 4.69328 -2.07026 7.28868
C 3.66022 -2.74434 6.69295
C 2.51843 -2.47181 7.39906
C 2.87520 -1.59552 8.45936
C 4.22130 -1.36504 8.36318
H 5.64986 -2.09070 6.98514
H 3.82656 -3.35690 5.82244
H 1.53560 -2.85680 7.18021
H 2.21814 -1.18260 9.20661
H 4.88225 -0.76409 8.96453
N -6.45901 -5.76815 -4.07687
C -5.69780 -5.56595 -5.19880
C -5.67440 -6.73629 -5.90816
C -6.45561 -7.68056 -5.19043
C -6.92737 -7.05308 -4.06843
H -6.64638 -5.08052 -3.37000
H -5.24025 -4.61013 -5.39373
H -5.15679 -6.89814 -6.83907
H -6.64936 -8.70336 -5.46840
H -7.55327 -7.40848 -3.26690
N -8.89122 -10.41486 -3.11050
C -10.00302 -11.03036 -3.61818
C -11.07337 -10.67547 -2.84213
C -10.59103 -9.80692 -1.82770
C -9.24346 -9.66336 -2.02103
H -7.96193 -10.50058 -3.47985
H -9.93580 -11.66656 -4.48434
H -12.09010 -11.00127 -2.98565
H -11.16806 -9.34097 -1.04617
H -8.50598 -9.09497 -1.47924
*
```

The maximum force is 3.56 eV/A. Its total energy is -3597.49299 Eh. As for the HOMO energy: -9.281 eV. The molar mass is 956.14 Da. As for the relative energy (zero: lowest compared OMol25 entry of this formula, charge and spin): 0.000 eV.

The following is a quantum chemistry calculation of a 12-piece molecular cluster, C48H81F15O31 overall, from the Open Molecules 2025 dataset.

Structure (ORCA input):
```
! RIJCOSX wB97M-V def2-TZVPD def2/J DEFGRID3
* xyz 0 1
C -13.32605 -1.81322 9.42584
C -12.30536 -0.62456 9.11217
O -11.14156 -0.98616 8.37082
C -11.09629 -0.94491 6.99057
O -12.02065 -0.51360 6.27387
O -9.90985 -1.42721 6.61678
C -9.83679 -1.68907 5.22559
H -12.79101 -2.58657 9.97700
H -13.55192 -2.22172 8.44085
H -14.22533 -1.43289 9.91035
H -12.00632 -0.15255 10.04805
H -12.88373 0.17236 8.64471
H -8.78381 -1.84423 4.99054
H -10.18566 -0.98714 4.46818
H -10.36655 -2.61457 5.00000
C 5.19492 -1.45515 12.16105
C 5.69305 -1.97636 10.80062
O 4.71636 -1.59624 9.89194
C 4.94150 -1.60028 8.56843
O 5.98040 -1.76103 7.96087
O 3.74459 -1.40014 7.98875
C 3.65917 -1.64011 6.57787
H 5.87270 -1.83167 12.92717
H 4.17027 -1.78258 12.33707
H 5.20815 -0.37524 12.30840
H 5.82599 -3.05174 10.68242
H 6.64305 -1.46833 10.63473
H 2.73241 -1.36428 6.07475
H 3.74295 -2.67268 6.23895
H 4.51217 -1.14230 6.11668
C -1.94710 -0.96382 1.42056
C -0.98598 -1.87255 0.71090
O 0.28638 -1.40983 0.41987
C 0.53056 -0.42693 -0.41036
O -0.30742 0.34019 -0.81645
O 1.81791 -0.38927 -0.65684
C 2.25764 0.40671 -1.76758
H -1.96237 0.02201 0.95580
H -1.69222 -0.78816 2.46568
H -2.91336 -1.46814 1.43078
H -1.41503 -2.21511 -0.23073
H -0.83461 -2.78074 1.29430
H 3.19285 0.00076 -2.15320
H 2.43474 1.45966 -1.54841
H 1.52192 0.29094 -2.56345
C -1.85664 5.71700 1.29099
C -0.92740 6.88523 1.08093
O -1.59663 8.11408 0.95244
C -1.40763 8.88410 -0.07802
O -0.77460 8.64118 -1.10889
O -2.19949 9.98184 0.07409
C -2.29812 11.09612 -0.84615
H -1.24738 4.86995 1.60631
H -2.33285 5.45653 0.34575
H -2.69380 5.78833 1.98537
H -0.24846 6.71119 0.24616
H -0.14245 7.08068 1.81152
H -1.88809 10.85450 -1.82677
H -1.68248 11.86827 -0.38475
H -3.33280 11.41326 -0.97634
C 5.40646 6.53774 -2.74451
C 6.54826 6.13701 -3.64143
O 6.60456 4.76930 -3.84728
C 7.61781 4.25756 -4.55828
O 8.52140 4.85643 -5.12086
O 7.43492 2.85927 -4.70488
C 8.37833 2.11477 -5.51806
H 5.46339 5.97996 -1.80977
H 4.44332 6.22399 -3.14704
H 5.27075 7.60530 -2.57129
H 7.57358 6.38816 -3.36987
H 6.42263 6.65149 -4.59413
H 9.11990 1.61366 -4.89592
H 8.80921 2.64380 -6.36811
H 7.89502 1.23711 -5.94727
C -0.29471 5.30025 -13.70742
C 0.70594 5.60184 -12.61134
O 1.32197 4.46061 -12.03443
C 2.02667 4.50916 -10.89937
O 2.02083 5.46588 -10.08779
O 2.65915 3.36133 -10.74735
C 3.47133 3.06238 -9.60905
H -0.75945 6.21111 -14.08483
H -1.10183 4.73778 -13.23808
H 0.10446 4.71634 -14.53676
H 0.32454 6.22625 -11.80342
H 1.55891 6.17884 -12.96857
H 3.78635 2.02411 -9.71327
H 2.94804 3.20831 -8.66407
H 4.39436 3.63718 -9.53346
C 7.11038 -7.19221 9.32063
C 5.69675 -7.66192 9.35854
O 4.91165 -7.25797 8.22759
C 3.56349 -7.20905 8.31472
O 2.91961 -7.47003 9.28219
O 3.05497 -6.69384 7.19377
C 1.67140 -6.39330 7.13750
H 7.05726 -6.12263 9.52381
H 7.63710 -7.31410 8.37415
H 7.68429 -7.72155 10.08125
H 5.18187 -7.44343 10.29409
H 5.68002 -8.75168 9.34383
H 1.17080 -7.32178 7.41212
H 1.33227 -5.97258 6.19090
H 1.46514 -5.77470 8.01094
C -1.47016 -3.87487 -5.50366
C -1.20960 -5.28739 -5.99372
O -2.13374 -5.41849 -7.08951
C -1.67585 -5.25609 -8.38411
O -0.50454 -5.14524 -8.81976
C -2.85627 -5.32341 -9.36172
F -2.91295 -4.23340 -10.04589
F -2.68001 -6.33390 -10.21654
F -4.04527 -5.55126 -8.72690
H -1.23255 -3.03159 -6.15212
H -0.89808 -3.75730 -4.58333
H -2.53016 -3.76667 -5.27388
H -1.45527 -5.94755 -5.16190
H -0.19153 -5.55568 -6.27597
C -6.55742 -0.74867 -3.85845
C -5.70359 -0.00551 -2.88473
O -6.18946 1.25580 -2.42384
C -6.72604 1.34351 -1.19015
O -6.74212 0.39993 -0.35990
C -7.40751 2.72571 -0.82284
F -8.74883 2.38454 -0.71888
F -7.00306 3.12317 0.37534
F -7.27124 3.57662 -1.78904
H -6.12694 -1.66037 -4.27267
H -6.78405 -0.02026 -4.63702
H -7.57192 -0.95463 -3.51718
H -4.67627 0.15633 -3.21113
H -5.60008 -0.75456 -2.09968
C 13.01182 -1.65668 1.86903
C 12.28707 -0.47789 2.51672
O 10.99345 -0.37421 1.83193
C 10.30850 0.75095 1.98209
O 10.64586 1.68393 2.75270
C 9.03487 0.91058 1.18893
F 7.99563 1.24354 1.94580
F 9.26569 1.93209 0.31915
F 8.81481 -0.20768 0.52098
H 13.03192 -1.53404 0.78614
H 12.51425 -2.59164 2.12666
H 14.05431 -1.70221 2.18407
H 12.73512 0.49511 2.31519
H 12.28223 -0.55155 3.60423
C -2.57271 4.41779 -5.44507
C -1.80651 4.58612 -6.84561
O -2.13042 3.69714 -7.91291
C -1.87746 2.29904 -7.82598
O -1.08686 1.82156 -6.99554
C -2.57178 1.47318 -8.96573
F -3.61591 2.10237 -9.51823
F -1.76607 1.21771 -10.00672
F -2.91547 0.29720 -8.48002
H -3.64105 4.41117 -5.66118
H -2.27696 5.17774 -4.72181
H -2.39782 3.50680 -4.87271
H -0.72182 4.48639 -6.80569
H -1.95158 5.62512 -7.14150
C -4.79404 -5.08758 5.99109
C -5.10281 -6.52395 5.63237
O -5.92626 -6.50214 4.45730
C -5.30514 -6.45948 3.26271
O -4.07080 -6.33852 3.08959
C -6.25431 -6.78115 2.05489
F -5.78752 -7.75571 1.35183
F -7.52895 -7.10710 2.41646
F -6.32434 -5.64662 1.32535
H -4.32934 -4.50715 5.19406
H -4.17868 -5.02815 6.88879
H -5.69874 -4.50920 6.17844
H -5.59330 -7.04726 6.45315
H -4.21941 -7.14441 5.48155
*
```

The maximum force is 5.48 eV/A. Its total energy is -5707.93037 Eh. As for the HOMO energy: -10.548 eV. The molar mass is 1439.12 Da. Its structure (SMILES) is CCOC(=O)C(F)(F)F.CCOC(=O)C(F)(F)F.CCOC(=O)C(F)(F)F.CCOC(=O)C(F)(F)F.CCOC(=O)C(F)(F)F.CCOC(=O)OC.CCOC(=O)OC.CCOC(=O)OC.CCOC(=O)OC.CCOC(=O)OC.CCOC(=O)OC.CCOC(=O)OC.

The following is a quantum chemistry calculation of C48H84Br3F10IN8O15PS2 as an isolated structure, from the Open Molecules 2025 dataset.

Structure (ORCA input):
```
! RIJCOSX wB97M-V def2-TZVPD def2/J DEFGRID3
* xyz -1 1
C 3.90358 3.05905 3.77663
C 3.20073 2.45140 2.75531
C 1.90343 1.58431 2.82295
C 1.70502 1.13967 1.33895
C 0.30760 0.81738 0.76338
C 0.29938 -0.22600 -0.37446
F 1.20460 -1.20910 -0.26599
Br -1.47754 -1.12001 -0.30182
C 0.40985 0.35392 -1.81005
F 0.05235 -0.63911 -2.67590
F -0.44956 1.34198 -2.06238
Br 2.23439 0.78253 -2.32025
C 0.80714 2.62255 3.26170
C -0.65569 2.08901 3.34343
C -1.63185 2.47489 4.45065
C -3.08564 2.35798 3.85532
C -4.03225 1.46523 4.71407
C -4.08074 0.02215 4.15733
O -3.58230 -0.94328 5.11079
C -3.52521 -2.19570 4.55524
C -4.23920 -3.33820 5.24971
O -2.89898 -2.42255 3.54293
C 0.76633 4.01146 2.50898
F 1.74214 4.89092 2.84066
F -0.27817 4.66571 3.17283
C 0.38512 4.32702 1.03291
F 0.12250 5.69206 1.08837
F -0.80716 3.89630 0.59545
C 1.46820 4.34176 -0.10764
F 1.24858 3.36419 -0.99916
F 2.71673 4.27108 0.33952
F 1.40322 5.46518 -0.84202
O 1.07882 3.20798 4.58176
S 1.43702 2.29742 5.80423
O 2.63817 2.79209 6.41041
O 0.40226 2.40287 6.79754
C 1.60011 0.50502 5.26243
Br 2.77485 -0.02834 6.77916
P 0.01355 -0.37429 5.81966
S 0.04790 -2.32649 6.03334
C 2.14581 0.30269 3.79648
C 1.42148 -0.86448 3.06105
O 0.17607 -1.01569 3.14694
O 2.09079 -1.59868 2.32272
C 3.65554 -0.16344 3.87753
I 4.88790 -0.05528 2.02524
C 4.10832 -1.55262 4.41201
C 3.20080 -2.68961 4.89954
H 4.86477 2.62486 4.08185
H 3.64463 3.98826 4.27998
H 3.72817 2.52963 1.80373
H 2.37790 0.34153 1.02591
H 2.07340 1.97969 0.73760
H -0.10131 1.71334 0.28059
H -0.46105 0.48050 1.44900
H -0.58156 0.99006 3.32057
H -1.13627 2.31961 2.38625
H -1.57410 3.50005 4.82301
H -1.64418 1.86531 5.35341
H -3.50282 3.36666 3.73713
H -3.08196 1.89710 2.84915
H -3.77513 1.49415 5.77311
H -5.03692 1.85768 4.52259
H -3.56131 -0.05975 3.19815
H -5.12769 -0.24206 3.94130
H -3.69556 -3.63401 6.15432
H -5.26659 -3.09488 5.54150
H -4.27812 -4.20908 4.59699
H -0.29525 0.07383 7.11813
H -1.11894 -0.12281 5.03796
H 4.17535 0.60667 4.45094
H 4.74919 -1.34669 5.28736
H 4.83028 -2.05665 3.77301
H 2.88778 -2.61089 5.94319
H 2.30616 -2.91716 4.32273
H 3.78768 -3.62220 4.89442
C -3.83188 0.09987 8.18679
O -4.70703 0.94752 8.15108
N -3.44187 -0.55102 9.30151
C -2.39847 -1.55955 9.28161
C -4.08998 -0.22800 10.55840
H -3.27986 -0.20305 7.28463
H -2.80312 -2.50987 9.63878
H -1.58103 -1.24666 9.93521
H -2.01537 -1.69802 8.27187
H -5.16156 -0.41974 10.47911
H -3.94687 0.83014 10.78347
H -3.66956 -0.83158 11.35962
C 7.08044 2.78613 1.16976
O 6.33319 3.67180 1.53414
N 8.12935 2.96226 0.33582
C 8.98395 1.86400 -0.06443
C 8.40287 4.29459 -0.17135
H 6.95582 1.73864 1.49757
H 10.01223 2.06609 0.24582
H 8.95409 1.75169 -1.15081
H 8.65114 0.93592 0.39628
H 8.58832 4.97337 0.66246
H 7.53708 4.66078 -0.72536
H 9.27204 4.27366 -0.82513
C -1.62150 -5.54242 -4.80475
O -0.52542 -6.07580 -4.87506
N -1.85116 -4.29728 -4.36638
C -3.18514 -3.73147 -4.31641
C -0.72542 -3.48658 -3.92619
H -2.54175 -6.06868 -5.11336
H -3.22701 -2.83852 -4.94325
H -3.42729 -3.45815 -3.28768
H -3.91893 -4.45106 -4.67520
H -0.01732 -3.37086 -4.74790
H -0.21875 -3.98745 -3.10085
H -1.07020 -2.51010 -3.60129
C 3.62998 -4.01432 -2.92247
O 4.06339 -2.88953 -2.76871
N 3.18983 -4.80505 -1.92682
C 2.67881 -6.13802 -2.16992
C 3.22921 -4.29616 -0.55946
H 3.55661 -4.48549 -3.91896
H 1.64487 -6.20318 -1.82515
H 3.28393 -6.86731 -1.62549
H 2.71150 -6.37209 -3.23250
H 2.62896 -3.38960 -0.48499
H 4.25679 -4.04891 -0.29121
H 2.84253 -5.04432 0.12771
C -4.32845 2.71011 0.67286
O -3.86016 1.72833 1.21651
N -4.78241 2.74039 -0.59094
C -5.32919 3.94270 -1.18646
C -4.71844 1.52112 -1.38241
H -4.41463 3.67998 1.19338
H -6.36219 3.76313 -1.49227
H -4.73933 4.21796 -2.06321
H -5.30849 4.76459 -0.47350
H -5.29530 0.73632 -0.89152
H -3.68200 1.18854 -1.45926
H -5.11934 1.70176 -2.37702
C -1.98587 -5.85611 -8.49514
O -2.85170 -5.10397 -8.90948
N -1.54061 -6.94946 -9.13617
C -0.50434 -7.79626 -8.57422
C -2.11519 -7.28880 -10.42600
H -1.48449 -5.69041 -7.52863
H 0.35107 -7.82657 -9.25252
H -0.89157 -8.80850 -8.44087
H -0.17925 -7.41111 -7.60881
H -1.95472 -6.46773 -11.12613
H -3.18974 -7.44374 -10.31923
H -1.65285 -8.19362 -10.81273
C 4.09601 7.90645 -5.44130
O 4.48312 9.04976 -5.29500
N 3.70282 7.09017 -4.44616
C 3.25130 5.73379 -4.69199
C 3.73153 7.58459 -3.07958
H 4.03550 7.43383 -6.43705
H 2.22549 5.61841 -4.33633
H 3.89446 5.03068 -4.15899
H 3.28484 5.50778 -5.75608
H 3.08872 8.46151 -2.99586
H 4.74948 7.87646 -2.81900
H 3.38642 6.81191 -2.39704
C -6.47102 -1.56302 -8.34332
O -7.26681 -0.69401 -8.03864
N -5.39720 -1.38286 -9.13311
C -4.48461 -2.46625 -9.45840
C -5.14708 -0.05969 -9.67520
H -6.57287 -2.60067 -7.98288
H -3.48220 -2.21268 -9.11174
H -4.46464 -2.61201 -10.54047
H -4.79657 -3.39166 -8.98287
H -5.02162 0.65338 -8.85920
H -5.99918 0.25653 -10.27887
H -4.24975 -0.07329 -10.28900
*
```

The maximum force is 3.34 eV/A. Its total energy is -13601.98563 Eh. As for the HOMO energy: -5.046 eV. The molar mass is 1664.94 Da.

maximum force of number 2 (C48H81F15O31)?
5.48 eV/A

maximum force of number 1 (C48H77N8O8P2)?
3.56 eV/A